Entry from OMol25: 2 unconnected molecules or ions with the total composition C6H16 (the ωB97M-V functional and the def2-TZVPD basis).

Computed properties:
- maximum force (eV/A) = 5.208
- LUMO energy (hartree) = 0.039
- charge = 0
- HOMO energy (eV) = -10.41
- SMILES string = CCC.CCC
- ΔE to the lowest compared entry with this formula, charge and spin (kJ/mol) = 292.3

```
22
C6H16 | OMol25 | the ωB97M-V functional and the def2-TZVPD basis
C 1.075 0.313 -1.754
C 0.156 -0.944 -1.585
C -0.950 -1.016 -2.603
H 1.880 0.337 -0.891
H 0.534 1.292 -2.073
H 1.516 0.049 -2.786
H 0.971 -1.798 -1.651
H -0.180 -1.202 -0.583
H -1.317 -2.062 -2.735
H -1.755 -0.122 -2.288
H -0.757 -0.690 -3.517
C -0.276 -0.708 2.305
C 0.677 0.601 1.894
C -0.478 1.703 1.865
H -1.292 -0.594 1.990
H -0.270 -0.884 3.387
H 0.143 -1.555 1.881
H 1.400 1.072 2.587
H 1.148 0.443 0.917
H -1.229 1.588 1.024
H -1.214 1.495 2.656
H 0.217 2.679 1.961
```

Entry from OMol25: a molecular structure, C14H22Cl2FMgN2O3S (the ωB97M-V functional and the def2-TZVPD basis).

Computed properties:
- maximum force (eV/A) = 2.130
- LUMO energy (hartree) = -0.081
- charge = +1
- HOMO energy (eV) = -11.25
- ΔE to the lowest compared entry with this formula, charge and spin (kJ/mol) = 98.7

```
46
C14H22Cl2FMgN2O3S | OMol25 | the ωB97M-V functional and the def2-TZVPD basis
Mg 0.171 0.321 0.099
C -0.145 3.283 -0.850
O -0.098 2.483 0.342
C 0.725 2.995 1.379
C 0.643 1.996 2.506
O 0.871 0.669 1.997
C 2.191 0.168 2.249
C 3.160 0.633 1.170
O 2.405 0.607 -0.025
C 3.162 0.728 -1.221
H -0.695 4.198 -0.654
H 0.867 3.448 -1.179
H -0.620 2.697 -1.627
H 1.751 3.046 1.009
H 0.431 4.007 1.700
H 1.287 2.194 3.347
H -0.398 1.967 2.826
H 2.501 0.383 3.281
H 2.086 -0.890 2.137
H 3.588 1.611 1.362
H 3.953 -0.109 1.111
H 3.823 -0.119 -1.325
H 2.454 0.750 -2.055
H 3.744 1.674 -1.195
Cl -0.092 -3.188 -2.792
C 1.204 -2.256 -2.017
Cl 1.444 -2.473 -0.198
H 1.014 -1.197 -2.168
H 2.164 -2.549 -2.398
N -2.931 1.818 -0.179
C -2.853 0.479 -0.319
N -1.948 -0.275 0.262
C -2.226 -1.645 -0.001
C -1.592 -2.757 0.539
C -1.999 -4.010 0.129
C -3.003 -4.218 -0.800
C -3.660 -3.106 -1.349
C -3.270 -1.836 -0.905
S -4.034 -0.303 -1.296
H -2.576 2.186 0.691
H -3.710 2.322 -0.566
H -0.788 -2.682 1.238
H -1.507 -4.911 0.527
H -3.300 -5.251 -1.063
H -4.419 -3.255 -2.104
F 0.227 0.365 -1.612
```

Entry from OMol25: a single C4H11NS molecule (the ωB97M-V functional and the def2-TZVPD basis).

Computed properties:
- maximum force (eV/A) = 1.854
- LUMO energy (hartree) = 0.036
- charge = 0
- HOMO energy (eV) = -8.91
- SMILES string = CCNCCS
- ΔE to the lowest compared entry with this formula, charge and spin (kJ/mol) = 86.1

```
17
C4H11NS | OMol25 | the ωB97M-V functional and the def2-TZVPD basis
C -1.394 1.431 -0.936
C -1.407 0.037 -0.309
N -0.392 -0.871 -0.819
C 0.976 -0.776 -0.175
C 0.907 -0.297 1.268
S 2.552 -0.257 2.051
H -0.361 1.782 -0.906
H -2.189 2.042 -0.549
H -1.569 1.284 -2.008
H -1.436 0.064 0.772
H -2.348 -0.477 -0.472
H -0.188 -0.526 -1.757
H 1.424 -1.736 -0.316
H 1.547 -0.012 -0.707
H 0.291 -0.943 1.866
H 0.596 0.742 1.243
H 2.991 -1.487 1.753
```

Entry from OMol25: a single C6H14 molecule (the ωB97M-V functional and the def2-TZVPD basis).

Computed properties:
- maximum force (eV/A) = 2.331
- LUMO energy (hartree) = 0.044
- charge = 0
- HOMO energy (eV) = -10.78
- SMILES string = CCCCCC
- ΔE to the lowest compared entry with this formula, charge and spin (kJ/mol) = 93.0

```
20
C6H14 | OMol25 | the ωB97M-V functional and the def2-TZVPD basis
C 1.201 -0.065 2.116
C 1.920 -0.489 0.832
C 1.099 -0.291 -0.510
C -0.356 -0.738 -0.506
C -1.255 0.039 -1.474
C -2.257 0.976 -0.803
H 1.343 1.022 2.223
H 0.113 -0.063 2.027
H 1.572 -0.533 3.030
H 2.722 0.228 0.649
H 2.328 -1.503 0.873
H 1.197 0.774 -0.713
H 1.621 -0.917 -1.235
H -0.787 -0.738 0.492
H -0.463 -1.808 -0.713
H -0.636 0.686 -2.084
H -1.841 -0.580 -2.162
H -1.757 1.781 -0.247
H -3.068 0.568 -0.235
H -2.695 1.650 -1.562
```

Entry from OMol25: a molecular structure, C34H56F30K4N5O32S10 (the ωB97M-V functional and the def2-TZVPD basis).

Computed properties:
- maximum force (eV/A) = 4.600
- LUMO energy (hartree) = 0.017
- charge = -1
- HOMO energy (eV) = -7.30

```
171
C34H56F30K4N5O32S10 | OMol25 | the ωB97M-V functional and the def2-TZVPD basis
K -1.868 -1.978 -2.612
K -1.877 1.671 -1.396
K 1.842 1.520 3.422
K -3.678 -4.606 1.682
C 0.933 5.127 -2.659
F 1.756 4.104 -2.410
F 0.803 5.797 -1.505
F 1.483 5.909 -3.582
S -0.746 4.509 -3.322
O -1.203 5.522 -4.236
O -0.325 3.273 -3.927
N -1.669 4.212 -1.875
S -2.488 5.520 -1.754
O -1.705 6.733 -1.739
O -3.701 5.494 -2.547
C -3.066 5.350 0.025
F -3.501 4.078 0.227
F -2.141 5.613 0.956
F -4.089 6.170 0.281
C -6.057 -1.221 -2.904
F -7.352 -1.020 -2.928
F -5.743 -2.106 -1.950
F -5.657 -1.756 -4.055
S -5.138 0.409 -2.603
O -5.950 1.382 -3.265
O -5.038 0.463 -1.152
N -3.615 0.012 -3.223
S -3.541 0.769 -4.578
O -4.558 0.513 -5.559
O -3.262 2.152 -4.263
C -1.858 0.141 -5.228
F -0.902 0.365 -4.323
F -2.014 -1.171 -5.410
F -1.586 0.640 -6.419
C 1.901 -5.428 -1.792
F 2.480 -4.860 -0.749
F 2.647 -6.425 -2.255
F 0.724 -5.936 -1.409
S 1.550 -4.171 -3.185
O 0.326 -3.505 -2.754
O 2.642 -3.237 -3.250
N 1.391 -5.186 -4.489
S 2.425 -4.708 -5.553
O 1.987 -3.482 -6.215
O 3.832 -4.791 -5.209
C 2.138 -6.029 -6.891
F 2.903 -7.095 -6.647
F 0.881 -6.433 -6.966
F 2.478 -5.454 -8.039
C -3.349 -3.223 6.211
F -2.945 -2.159 6.867
F -3.318 -4.318 6.956
F -4.606 -3.027 5.828
S -2.230 -3.507 4.681
O -2.826 -2.776 3.570
O -0.922 -3.022 5.069
N -2.412 -5.205 4.343
S -0.939 -5.665 4.122
O -0.427 -5.082 2.881
O 0.029 -5.574 5.192
C -1.253 -7.529 3.737
F -2.073 -8.101 4.651
F -1.951 -7.574 2.588
F -0.125 -8.199 3.643
C -2.897 -0.585 1.359
F -2.953 -0.384 2.665
F -3.897 -1.336 0.953
F -2.885 0.676 0.890
S -1.240 -1.527 0.987
O -0.476 -1.406 2.200
O -1.664 -2.853 0.579
N -0.578 -0.646 -0.396
S 0.923 -0.509 -0.029
O 1.297 0.414 1.020
O 1.536 -1.825 0.058
C 1.651 0.211 -1.659
F 2.945 0.344 -1.516
F 1.364 -0.660 -2.604
F 1.050 1.360 -1.975
C 3.305 -8.776 3.986
O 3.381 -7.807 2.985
C 4.584 -7.089 2.926
C 4.339 -5.773 2.180
O 3.580 -4.936 3.010
C 3.189 -3.760 2.342
C 2.426 -2.846 3.294
O 3.180 -2.586 4.467
C 2.431 -1.755 5.332
H 2.424 -9.407 3.840
H 3.141 -8.328 4.971
H 4.121 -9.507 3.930
H 5.396 -7.673 2.475
H 4.955 -6.856 3.932
H 3.842 -5.902 1.213
H 5.340 -5.343 2.026
H 2.509 -3.910 1.499
H 4.063 -3.226 1.946
H 1.467 -3.321 3.511
H 2.180 -1.964 2.687
H 3.175 -1.418 6.066
H 1.631 -2.245 5.879
H 2.190 -0.786 4.880
C 2.820 -0.226 -5.475
O 4.186 0.061 -5.676
C 4.734 0.706 -4.535
C 4.156 2.119 -4.287
O 4.280 2.842 -5.476
C 3.726 4.143 -5.477
C 4.270 5.004 -6.618
O 5.665 5.193 -6.553
C 6.105 6.073 -7.550
H 2.726 -0.932 -4.645
H 2.457 -0.740 -6.365
H 2.182 0.655 -5.339
H 5.798 0.793 -4.746
H 4.592 0.072 -3.655
H 4.832 2.510 -3.514
H 3.120 2.074 -3.946
H 4.091 4.605 -4.550
H 2.649 4.008 -5.614
H 3.682 5.922 -6.528
H 4.030 4.460 -7.537
H 5.680 7.076 -7.426
H 5.960 5.722 -8.575
H 7.173 6.248 -7.405
C -7.323 -0.001 5.960
O -6.927 0.552 4.727
C -5.527 0.726 4.693
C -5.139 1.592 3.516
O -5.914 2.762 3.514
C -5.459 3.685 2.534
C -6.145 5.034 2.739
O -7.484 4.829 2.346
C -8.162 6.017 2.006
H -6.979 0.584 6.819
H -6.931 -1.014 6.113
H -8.405 -0.098 6.012
H -5.063 -0.261 4.595
H -5.139 1.277 5.558
H -5.238 1.117 2.533
H -4.068 1.800 3.654
H -5.699 3.281 1.546
H -4.371 3.716 2.681
H -5.640 5.785 2.129
H -6.080 5.299 3.800
H -9.184 5.813 1.682
H -7.693 6.547 1.172
H -8.239 6.585 2.942
C 4.974 -0.401 2.337
O 4.213 0.805 2.296
C 4.603 1.618 1.204
C 4.239 3.096 1.318
O 2.869 3.308 1.533
C 2.413 4.664 1.408
C 0.952 4.721 1.747
O 0.754 4.155 3.073
C -0.487 4.527 3.635
H 6.040 -0.198 2.482
H 4.825 -0.960 1.413
H 4.681 -0.989 3.205
H 4.286 1.132 0.275
H 5.693 1.623 1.061
H 4.513 3.588 0.377
H 4.926 3.456 2.095
H 2.691 4.924 0.384
H 2.966 5.253 2.148
H 0.332 4.101 1.093
H 0.504 5.714 1.810
H -0.514 5.550 4.022
H -0.789 3.839 4.422
H -1.262 4.509 2.864
```

Entry from OMol25: a molecular structure, C18H23N5O3S2Sr (the ωB97M-V functional and the def2-TZVPD basis).

Computed properties:
- maximum force (eV/A) = 2.917
- LUMO energy (hartree) = -0.251
- charge = +2
- HOMO energy (eV) = -12.22

```
52
C18H23N5O3S2Sr | OMol25 | the ωB97M-V functional and the def2-TZVPD basis
C -4.961 6.956 -0.738
C -4.893 7.773 -1.824
H -5.425 7.356 0.166
H -4.626 5.939 -0.775
C -4.242 7.342 -3.041
C -3.623 6.124 -3.142
H -3.505 5.439 -2.310
H -3.185 5.875 -4.111
C -5.536 9.146 -1.727
H -5.992 9.244 -0.735
H -6.330 9.302 -2.471
H -4.814 9.967 -1.839
C -4.247 8.272 -4.240
H -3.806 9.254 -4.018
H -5.262 8.454 -4.624
H -3.663 7.820 -5.048
Sr 0.273 0.268 -0.008
O -1.448 1.745 -0.642
C -2.519 1.803 -1.315
O -1.378 -0.945 -1.227
C -2.345 -0.593 -1.958
O -2.957 -1.459 -2.729
N -2.900 0.669 -2.066
C -3.967 -0.748 -3.528
C -4.086 0.620 -2.928
H -4.895 -1.321 -3.476
H -3.594 -0.684 -4.555
H -4.998 0.718 -2.329
H -4.045 1.416 -3.670
C -3.365 2.965 -1.347
C -3.216 3.947 -0.421
H -4.197 2.937 -2.057
H -2.347 3.941 0.243
H -4.001 4.666 -0.266
N 2.518 2.745 1.612
C 2.165 1.792 2.533
N 1.305 0.827 2.245
C 1.197 -0.099 3.299
C 1.991 0.226 4.387
S 2.928 1.660 4.095
C 0.346 -1.242 3.098
C 0.015 -2.233 4.014
S -1.037 -3.413 3.330
C -0.972 -2.549 1.800
N -0.220 -1.445 1.826
N -1.626 -3.004 0.726
H 3.131 3.472 1.964
H 1.786 3.043 0.970
H 2.037 -0.359 5.300
H 0.377 -2.255 5.036
H -2.204 -3.826 0.853
H -1.638 -2.474 -0.154
```

Entry from OMol25: a single C6H8FOP molecule (the ωB97M-V functional and the def2-TZVPD basis).

Computed properties:
- maximum force (eV/A) = 5.068
- LUMO energy (hartree) = -0.048
- charge = 0
- HOMO energy (eV) = -8.56
- SMILES string = [H]/P=C(C)/C=C(\F)C(C)=O
- ΔE to the lowest compared entry with this formula, charge and spin (kJ/mol) = 0.0

```
17
C6H8FOP | OMol25 | the ωB97M-V functional and the def2-TZVPD basis
H -0.413 4.264 -0.831
P -1.118 3.062 -0.928
C -0.166 1.820 -0.246
C 1.196 1.956 0.395
C -0.729 0.554 -0.382
C 0.006 -0.661 -0.187
F 1.163 -0.739 0.566
C -0.816 -1.873 -0.310
C -0.212 -3.042 0.468
O -1.918 -1.887 -0.822
H 1.198 2.844 1.082
H 1.831 1.978 -0.484
H 1.480 1.079 0.948
H -1.610 0.422 -1.015
H 0.125 -2.845 1.554
H 0.765 -2.964 -0.009
H -0.779 -3.968 0.202
```

Entry from OMol25: 2 unconnected molecules or ions with the total composition C6H10O (the ωB97M-V functional and the def2-TZVPD basis).

Computed properties:
- maximum force (eV/A) = 0.275
- LUMO energy (hartree) = 0.013
- charge = 0
- HOMO energy (eV) = -8.07
- ΔE to the lowest compared entry with this formula, charge and spin (kJ/mol) = 542.1

```
17
C6H10O | OMol25 | the ωB97M-V functional and the def2-TZVPD basis
C -1.956 0.277 -0.084
C -0.737 0.226 0.827
C 0.182 -0.954 0.488
C 1.545 -1.021 0.873
C 1.424 -0.227 -0.265
C 1.012 1.222 -0.304
O 0.053 1.396 0.721
H -2.603 -0.591 0.083
H -1.662 0.284 -1.140
H -2.530 1.184 0.125
H -1.056 0.172 1.875
H 0.476 -0.900 -1.509
H -0.310 -1.820 0.011
H 2.154 -1.900 1.041
H 1.549 -0.699 -1.369
H 1.851 1.884 -0.072
H 0.610 1.468 -1.299
```

Entry from OMol25: 2 unconnected molecules or ions with the total composition C5H11NO2 (the ωB97M-V functional and the def2-TZVPD basis).

Computed properties:
- maximum force (eV/A) = 0.674
- LUMO energy (hartree) = 0.020
- charge = 0
- HOMO energy (eV) = -9.98
- SMILES string = CC(N)=O.C=CCO
- ΔE to the lowest compared entry with this formula, charge and spin (kJ/mol) = 135.3

```
19
C5H11NO2 | OMol25 | the ωB97M-V functional and the def2-TZVPD basis
C -2.072 -1.294 -1.803
C -2.412 0.024 -1.160
N -1.320 0.811 -0.815
O -3.550 0.406 -1.015
H -1.023 -1.394 -2.071
H -2.666 -1.428 -2.706
H -2.359 -2.102 -1.129
H -1.580 1.544 -0.167
H -0.525 0.287 -0.473
C 1.355 0.065 2.743
C 2.129 -0.441 1.800
C 2.123 0.071 0.398
O 3.447 0.464 0.036
H 1.343 -0.331 3.752
H 0.686 0.899 2.562
H 2.790 -1.268 2.027
H 1.782 -0.707 -0.299
H 1.431 0.917 0.336
H 3.465 0.606 -0.920
```

Entry from OMol25: 2 unconnected molecules or ions with the total composition C8H14BN2O6S (the ωB97M-V functional and the def2-TZVPD basis).

Computed properties:
- maximum force (eV/A) = 4.188
- LUMO energy (hartree) = -0.195
- charge = +1
- HOMO energy (eV) = -13.57

```
32
C8H14BN2O6S | OMol25 | the ωB97M-V functional and the def2-TZVPD basis
C 0.206 0.588 3.878
C -0.921 0.127 2.850
O -0.582 0.599 1.499
B -0.395 -0.508 0.665
O -1.466 -0.923 -0.135
N 0.938 -1.272 0.651
C 1.046 -2.213 -0.327
C 2.315 -2.977 -0.407
C 3.338 -2.673 0.610
C 2.953 -1.608 1.596
N 1.801 -0.933 1.585
H -0.150 1.383 4.575
H 1.110 0.890 3.290
H 0.516 -0.311 4.476
H -0.855 -1.003 2.799
H -1.944 0.450 3.162
H -1.729 -1.796 0.226
H 0.258 -2.455 -1.071
H 2.505 -3.744 -1.187
H 4.321 -3.187 0.654
H 3.702 -1.377 2.391
C -2.447 2.343 -3.532
C -1.706 3.121 -2.463
O -1.000 2.126 -1.711
S -0.584 0.918 -2.694
O 0.766 1.112 -3.101
O -1.040 -0.306 -2.112
O -1.547 1.302 -3.927
H -3.350 1.878 -3.129
H -2.711 2.964 -4.386
H -2.376 3.686 -1.819
H -0.969 3.798 -2.904
```

Entry from OMol25: a gas-phase ion, C4H14N6PS (charge +1) (the ωB97M-V functional and the def2-TZVPD basis).

Computed properties:
- maximum force (eV/A) = 4.791
- LUMO energy (hartree) = -0.114
- charge = +1
- HOMO energy (eV) = -12.20
- SMILES string = CN(N)[P@]1(=S)N(C)NC=[NH+]N1C
- ΔE to the lowest compared entry with this formula, charge and spin (kJ/mol) = 56.9

```
26
C4H14N6PS | OMol25 | the ωB97M-V functional and the def2-TZVPD basis
C 1.969 0.553 1.018
N 1.663 0.072 -0.282
N 2.717 -0.928 -0.621
P 0.097 -0.383 -0.555
S -0.270 -1.740 -1.924
N -0.692 1.142 -0.760
C -0.188 2.197 -1.681
N -2.046 1.069 -0.690
C -2.722 0.285 0.145
N -2.057 -0.482 0.980
N -0.609 -0.681 1.022
C -0.149 -1.947 1.565
H 2.932 1.005 1.075
H 1.130 1.216 1.419
H 1.912 -0.359 1.812
H 2.414 -1.845 -0.824
H 3.386 -0.598 -1.311
H -0.592 3.096 -1.281
H 0.862 2.204 -1.713
H -0.485 2.072 -2.785
H -2.691 1.649 -1.332
H -3.771 0.419 0.259
H -2.735 -1.110 1.563
H 0.865 -1.997 1.341
H -0.243 -2.157 2.591
H -0.698 -2.751 0.970
```

Entry from OMol25: a single C3H6BrIO molecule (the ωB97M-V functional and the def2-TZVPD basis).

Computed properties:
- maximum force (eV/A) = 5.895
- LUMO energy (hartree) = 0.002
- charge = 0
- HOMO energy (eV) = -9.57
- SMILES string = O[C@H](CBr)CI
- ΔE to the lowest compared entry with this formula, charge and spin (kJ/mol) = 54.5

```
12
C3H6BrIO | OMol25 | the ωB97M-V functional and the def2-TZVPD basis
O 0.047 1.278 -1.065
C 0.141 0.000 -0.451
C -1.366 -0.486 -0.213
Br -1.405 -2.447 -0.025
C 1.025 0.188 0.846
I 3.163 0.357 0.169
H -0.208 1.859 -0.323
H 0.405 -0.779 -1.250
H -1.823 -0.351 -1.135
H -1.878 -0.075 0.557
H 0.857 1.038 1.325
H 1.041 -0.583 1.565
```